Entry 1:
Here is a molecular structure, C3H4CeO2 in a non-equilibrium geometry from the OMol25 dataset. Energies are from ωB97M-V/def2-TZVPD.

CARTESIAN COORDINATES (ANGSTROEM)
Ce (2.739215, -3.272385, 0.789565)
O (-0.026833, 1.151153, -1.510359)
O (1.066836, -1.305096, 0.150139)
C (-0.258609, 0.689679, -0.278930)
C (-1.457175, 0.216990, 0.137279)
C (0.800761, -0.132333, 0.411489)
H (-0.297980, 2.077713, -1.568889)
H (-1.584123, -0.060784, 1.184136)
H (1.345518, 0.405842, 1.205476)
H (-2.327610, 0.229221, -0.519906)

Atomic forces in eV per Å
Ce -0.7 0.8 -0.4
O 0.8 0.5 -0.6
O 0.9 -0.6 0.2
C -1.8 -3.1 0.2
C 0.3 1.2 0.2
C 0.5 1.7 0.2
H -0.1 -0.1 -0.2
H 0.0 -0.4 -0.3
H 0.0 -0.4 0.3
H 0.1 0.4 0.3

Values from the calculation:
HOMO-LUMO gap (alpha / beta)   6.42 / 6.39 eV
HOMO (alpha / beta)   -15.92 / -15.92 eV
E_tot   -741.53498 hartree
<S²>   2.001
Energy relative to the best compared isomer or geometry (same formula, charge and spin)   0.0 kcal per mole
2S+1   3
LUMO level (alpha / beta)   -9.5 / -9.5 eV
Charge   +2

From a Löwdin analysis of the wavefunction, the atomic charges in e read: atom 1 (Ce): 1.87, atom 2 (O): 0.08, atom 3 (O): -0.12, atom 4 (C): -0.36, atom 5 (C): 0.14, atom 6 (C): -0.11, atom 7 (H): 0.15, atom 8 (H): 0.09, atom 9 (H): 0.15, atom 10 (H): 0.11


Entry 2:
Here is CH3Br2P in the gas phase in a non-equilibrium geometry from the OMol25 dataset. Energies are from ωB97M-V/def2-TZVPD.

CARTESIAN COORDINATES (ANGSTROEM)
Br (-2.656199, -0.182032, 0.009880)
Br (2.306777, -0.277755, 0.052267)
P (-0.574379, -1.403733, 0.052480)
C (0.428320, 0.130553, 0.393037)
H (0.140629, 0.966389, -0.249721)
H (0.341648, 0.422753, 1.441534)
H (-0.420625, -1.320071, -1.342923)

Atomic forces in eV per Å
Br 1.3 -0.9 0.0
Br -0.2 -0.1 0.0
P -1.1 1.3 0.1
C -0.2 0.1 0.0
H 0.1 -0.3 0.1
H 0.0 -0.1 -0.2
H 0.0 0.0 -0.1

Values from the calculation:
HOMO-LUMO gap   9.59 eV
HOMO   -10.06 eV
E_tot   -5529.28588 hartree
Energy relative to the best compared isomer or geometry (same formula, charge and spin)   27.5 kcal per mole
LUMO level   -0.5 eV

From a Löwdin analysis of the wavefunction, the atomic charges in e read: atom 1 (Br): 0.06, atom 2 (Br): 0.53, atom 3 (P): 0.51, atom 4 (C): -1.00, atom 5 (H): 0.00, atom 6 (H): 0.01, atom 7 (H): -0.12


Entry 3:
Here is a molecular structure, C19H33Cl18F10GaNO2 in a non-equilibrium geometry from the OMol25 dataset. Energies are from ωB97M-V/def2-TZVPD.

CARTESIAN COORDINATES (ANGSTROEM)
Ga (-1.512469, 0.629408, 0.055814)
Cl (2.557467, -5.678434, 2.752877)
Cl (3.095831, 5.684901, 5.299817)
Cl (6.290787, -2.595126, 2.603038)
Cl (3.937816, -1.324327, 3.806221)
Cl (10.016718, -2.295096, -0.451081)
Cl (-5.828434, 3.713369, -6.579771)
Cl (9.458813, -5.173390, -0.544533)
Cl (-4.552477, -1.931240, -4.433830)
Cl (-7.382828, 2.306248, -4.499580)
Cl (-5.620012, -0.116567, -6.502186)
Cl (3.026140, 2.743479, 5.220236)
Cl (0.064927, -4.500075, 3.768137)
Cl (4.105886, 1.641293, -1.333055)
Cl (6.311081, 3.336756, -2.296564)
Cl (-4.100581, 2.724813, -3.888798)
Cl (-3.232419, 3.931155, -1.362701)
Cl (1.579260, 3.842637, 2.312965)
Cl (1.671658, 4.266002, -0.582088)
F (-5.332247, -2.337321, -0.561122)
F (-3.997297, 2.029966, 0.181718)
F (-5.818829, 0.057818, 0.393081)
F (-4.346235, -3.622260, 1.438829)
F (-3.763387, 0.677778, 1.921672)
F (-3.224580, -1.943553, 2.206645)
F (-0.906524, 2.349828, 0.195638)
F (-3.148374, -2.066306, -0.478383)
F (-5.402478, -1.903791, 2.226992)
F (-4.593596, 0.035729, -1.433184)
O (-2.073809, 0.645438, -2.750406)
O (-1.986782, 0.041213, -4.068838)
N (1.921491, -3.044213, 0.909197)
C (2.024952, -1.969600, -0.094345)
C (0.839248, 0.320799, 1.763459)
C (1.840844, 0.502759, 0.612425)
C (-5.487944, -0.471293, -4.778949)
C (2.545892, 4.201416, 6.090920)
C (-2.802025, 2.827116, -2.677825)
C (-4.325762, -2.281054, 1.538552)
C (-4.556558, -0.179958, -0.089274)
C (4.929437, -2.773083, 3.727510)
C (4.747351, 2.586258, -2.672826)
C (-0.475335, -0.404137, 1.436531)
C (0.917616, 4.737134, 0.937311)
C (-1.160332, 0.043574, -1.844819)
C (9.340183, -3.684573, 0.404744)
C (2.747064, -0.730568, 0.464894)
C (-7.317862, 3.666425, -5.629184)
C (-3.534270, 0.767740, 0.550832)
C (-4.318035, -1.701159, 0.096829)
C (1.148104, -5.894338, 3.800385)
H (8.295207, -3.490767, 0.610008)
H (-7.383338, 4.583779, -5.057308)
H (1.102405, 5.791197, 1.106145)
H (1.139882, -2.881070, 1.530980)
H (1.495786, -6.034550, 4.816400)
H (1.049150, -1.682424, -0.494985)
H (1.366144, -0.206429, 2.570669)
H (2.985418, 4.167469, 7.080036)
H (4.884516, 1.931663, -3.524617)
H (1.464522, 4.223505, 6.148547)
H (9.891579, -3.821989, 1.326316)
H (-1.913052, 3.202974, -3.167474)
H (-6.483051, -0.586812, -4.368828)
H (2.491492, 1.338077, 0.889364)
H (1.350213, 0.761122, -0.327908)
H (3.581215, -0.517502, -0.205137)
H (1.792837, -3.943969, 0.468923)
H (3.130770, -0.968006, 1.454678)
H (-0.143778, 0.376012, -2.100521)
H (2.610076, -2.382175, -0.918960)
H (-4.965635, 0.353056, -4.308443)
H (5.331548, -2.978038, 4.712133)
H (4.041576, 3.374792, -2.905703)
H (4.307426, -3.589000, 3.379696)
H (-8.155181, 3.575370, -6.309684)
H (-1.163171, -1.044664, -1.970205)
H (-2.647305, -0.666342, -3.994689)
H (-1.099973, -0.373148, 2.334923)
H (-2.624337, 1.838103, -2.270753)
H (0.600094, -6.763175, 3.457485)
H (-0.141765, 4.520166, 0.859359)
H (-0.329507, -1.451796, 1.172416)
H (0.555581, 1.294167, 2.165991)

Atomic forces in eV per Å
Ga 0.4 -0.4 0.3
Cl 0.0 -0.1 0.1
Cl 0.0 0.0 0.0
Cl 0.0 0.0 0.0
Cl 0.1 0.1 0.3
Cl 0.0 0.0 0.0
Cl -0.1 0.0 -0.1
Cl 0.0 0.0 0.0
Cl -0.1 -0.3 -0.1
Cl -0.2 0.1 0.0
Cl 0.0 -0.2 -0.1
Cl 0.0 0.0 0.0
Cl 0.0 0.0 0.0
Cl 0.2 0.2 -0.2
Cl 0.0 0.0 0.0
Cl 0.2 0.0 0.1
Cl 0.1 1.2 -0.6
Cl 0.0 0.1 0.0
Cl 0.1 0.0 -0.2
F 0.4 0.2 0.2
F -0.1 -1.1 0.7
F 0.4 0.0 -0.3
F 0.0 0.1 0.1
F 0.1 0.0 -0.3
F -0.2 0.0 -0.1
F -0.1 0.1 0.0
F -0.3 0.1 0.2
F 0.2 0.0 -0.1
F 0.1 -0.1 0.4
O 1.3 -3.9 -0.9
O 0.2 -0.1 0.0
N 0.2 0.2 -0.1
C 0.2 -0.3 0.2
C -0.2 -0.1 -0.1
C 0.4 -0.3 0.7
C 0.1 0.3 0.2
C 0.0 0.0 0.0
C -0.6 1.9 0.9
C 0.2 -0.1 0.0
C -0.4 0.0 0.2
C -0.1 -0.1 0.0
C -0.1 0.0 0.0
C -0.2 0.4 0.0
C -0.3 0.0 0.1
C 0.5 0.1 -0.3
C 0.0 0.0 0.0
C -0.6 0.1 -0.4
C 0.0 0.0 0.0
C -0.2 0.6 -0.2
C -0.4 -0.2 -0.3
C 0.0 0.0 0.0
H 0.0 0.0 -0.1
H 0.1 0.0 0.1
H 0.1 0.0 0.0
H 0.0 0.0 0.1
H 0.0 0.0 0.0
H 0.0 0.0 -0.1
H 0.0 0.1 0.1
H 0.0 0.0 0.0
H 0.0 0.0 0.0
H 0.0 0.0 -0.1
H 0.0 0.0 0.0
H 0.0 0.0 -0.1
H 0.0 -0.1 0.0
H -0.1 0.1 -0.2
H 0.0 0.1 0.0
H 0.1 0.0 0.2
H -0.2 0.0 0.0
H 0.2 -0.1 -0.2
H 0.0 0.0 0.0
H -0.1 0.0 -0.1
H 0.0 0.1 0.0
H 0.0 0.0 0.0
H 0.0 0.0 0.0
H 0.0 0.0 -0.1
H 0.0 0.0 0.0
H -0.2 0.0 0.2
H 0.0 0.0 0.0
H 0.0 -0.2 0.0
H -1.0 1.8 0.1
H 0.0 0.0 0.0
H 0.0 -0.2 0.0
H -0.1 -0.1 0.0
H 0.1 0.0 -0.1

Values from the calculation:
HOMO-LUMO gap   7.86 eV
HOMO   -5.96 eV
E_tot   -12155.86152 hartree
LUMO level   1.9 eV
Charge   -1

From a Löwdin analysis of the wavefunction, the atomic charges in e read: atom 1 (Ga): 0.49, atom 2 (Cl): 0.54, atom 3 (Cl): 0.49, atom 4 (Cl): 0.51, atom 5 (Cl): 0.57, atom 6 (Cl): 0.50, atom 7 (Cl): 0.49, atom 8 (Cl): 0.49, atom 9 (Cl): 0.58, atom 10 (Cl): 0.52, atom 11 (Cl): 0.50, atom 12 (Cl): 0.49, atom 13 (Cl): 0.53, atom 14 (Cl): 0.61, atom 15 (Cl): 0.49, atom 16 (Cl): 0.54, atom 17 (Cl): 0.58, atom 18 (Cl): 0.53, atom 19 (Cl): 0.52, atom 20 (F): 0.13, atom 21 (F): -0.08, atom 22 (F): 0.12, atom 23 (F): 0.16, atom 24 (F): 0.02, atom 25 (F): 0.17, atom 26 (F): -0.29, atom 27 (F): 0.14, atom 28 (F): 0.18, atom 29 (F): 0.12, atom 30 (O): -0.37, atom 31 (O): -0.04, atom 32 (N): -0.01, atom 33 (C): -0.26, atom 34 (C): -0.28, atom 35 (C): -0.27, atom 36 (C): -1.05, atom 37 (C): -1.03, atom 38 (C): -0.95, atom 39 (C): -0.54, atom 40 (C): -0.38, atom 41 (C): -1.01, atom 42 (C): -1.01, atom 43 (C): -0.21, atom 44 (C): -1.00, atom 45 (C): -0.19, atom 46 (C): -1.04, atom 47 (C): -0.23, atom 48 (C): -1.00, atom 49 (C): -0.34, atom 50 (C): -0.33, atom 51 (C): -1.01, atom 52 (H): -0.02, atom 53 (H): 0.02, atom 54 (H): 0.02, atom 55 (H): 0.01, atom 56 (H): 0.02, atom 57 (H): 0.09, atom 58 (H): 0.08, atom 59 (H): 0.02, atom 60 (H): 0.02, atom 61 (H): 0.02, atom 62 (H): 0.02, atom 63 (H): 0.04, atom 64 (H): 0.02, atom 65 (H): 0.06, atom 66 (H): 0.08, atom 67 (H): 0.03, atom 68 (H): 0.03, atom 69 (H): 0.03, atom 70 (H): 0.07, atom 71 (H): 0.10, atom 72 (H): -0.06, atom 73 (H): 0.02, atom 74 (H): 0.02, atom 75 (H): -0.03, atom 76 (H): 0.02, atom 77 (H): 0.07, atom 78 (H): -0.01, atom 79 (H): 0.05, atom 80 (H): -0.07, atom 81 (H): 0.02, atom 82 (H): 0.01, atom 83 (H): 0.03, atom 84 (H): 0.05


Entry 4:
Here is a molecular structure, C14H25N2O7PSTl in a non-equilibrium geometry from the OMol25 dataset. Energies are from ωB97M-V/def2-TZVPD.

CARTESIAN COORDINATES (ANGSTROEM)
Tl (-2.925648, 2.170239, -3.125173)
S (3.354249, 0.028466, 5.175246)
P (0.717457, 0.931321, -0.666157)
O (1.797888, -0.095028, -1.267139)
O (2.451407, 2.616019, 4.674582)
O (-3.606951, 0.789297, -1.446680)
O (-0.374130, 1.324637, -1.589160)
O (0.111116, 0.445876, 0.779042)
O (-4.310995, -0.172332, 0.492115)
O (1.564468, 2.304541, -0.329061)
N (4.238026, 1.905385, 3.407907)
N (3.948626, 3.103216, 3.051460)
C (2.855450, -1.125740, 3.786215)
C (-3.413435, 2.012095, 0.720454)
C (3.308634, 1.604216, 4.419829)
C (-3.702431, -0.526868, -2.070727)
C (2.862729, 3.552668, 3.800710)
C (-0.569143, -1.349806, -3.745595)
C (-2.388004, -1.362436, -1.863332)
C (2.065833, -0.390126, 2.635912)
C (-1.858385, -2.026928, -3.175624)
C (1.640532, -0.411019, -2.687844)
C (-3.826024, 0.736868, -0.065170)
C (0.736547, -1.679642, -2.909336)
C (0.167277, -0.979861, 0.992284)
C (1.506387, -1.499574, 1.653438)
H (2.265124, -1.780281, 0.897575)
H (-0.054961, -1.589845, 0.093575)
H (-2.861618, 2.706240, 0.052424)
H (-2.660392, -2.182946, -1.157515)
H (-0.399698, -1.813467, -4.743122)
H (2.367156, 4.536616, 3.701389)
H (-1.640020, -0.739632, -1.327746)
H (-1.652093, -3.091944, -2.943687)
H (-3.769678, -0.344692, -3.172595)
H (0.420433, -2.129458, -1.939998)
H (-2.788928, 1.756292, 1.593470)
H (-4.360947, 2.487429, 1.040550)
H (1.259926, -2.377991, 2.288536)
H (2.168767, -1.916116, 4.187943)
H (2.714302, 0.263229, 2.014791)
H (3.766539, -1.608253, 3.371917)
H (1.263106, 0.243900, 3.069386)
H (-2.646784, -1.911814, -3.952958)
H (2.656950, -0.710899, -3.033536)
H (-0.682381, -0.260062, -3.918997)
H (1.291162, -2.484522, -3.436728)
H (1.345655, 0.446597, -3.317964)
H (0.891069, 2.901527, 0.051227)
H (-0.641001, -1.206442, 1.723905)
H (-4.603170, -1.098951, -1.790035)

Atomic forces in eV per Å
Tl 0.7 1.2 -1.2
S -1.9 1.9 -0.2
P 0.1 1.9 -1.2
O -1.5 1.3 1.2
O 1.5 1.2 -0.4
O -0.8 -1.7 1.7
O 0.1 -0.6 0.4
O 1.7 -0.8 -1.6
O -0.4 -1.6 -0.1
O -0.9 -1.8 0.8
N -1.9 0.5 0.1
N 0.0 0.8 0.4
C 0.5 0.2 -2.5
C -0.1 0.0 -1.5
C 0.7 -3.5 0.2
C 1.0 -0.8 -1.3
C 0.2 -0.8 0.1
C 0.4 -1.1 -0.5
C -0.9 -0.7 0.7
C 0.4 -0.1 -0.5
C 0.3 1.0 0.5
C 0.8 -2.0 -1.4
C 0.8 2.3 1.2
C -0.9 0.6 0.0
C -0.5 -1.3 1.6
C -0.2 0.9 0.7
H -0.3 0.2 0.5
H 0.3 0.6 0.3
H -0.3 -0.2 0.5
H 0.2 0.6 -0.4
H -0.2 0.5 0.5
H 0.1 -0.6 0.2
H -0.3 -0.2 -0.6
H -0.2 0.6 -0.6
H -0.2 0.2 0.7
H 0.4 0.4 -0.4
H -0.5 -0.1 -0.5
H 0.6 -0.2 0.0
H -0.1 0.2 -0.7
H 0.8 0.7 0.9
H -0.1 -0.3 0.7
H -0.4 0.1 0.3
H 0.2 -0.6 -0.2
H 0.5 -0.6 0.4
H -0.5 0.5 0.6
H -0.1 -0.5 0.3
H -0.2 0.6 0.4
H -0.1 -0.2 0.8
H 0.4 0.1 -0.3
H 0.4 0.4 -0.6
H 0.4 0.7 0.2

Values from the calculation:
HOMO-LUMO gap   1.85 eV
HOMO   -17.94 eV
E_tot   -2095.47949 hartree
LUMO level   -16.1 eV
Charge   +3

From a Löwdin analysis of the wavefunction, the atomic charges in e read: atom 1 (Tl): 1.16, atom 2 (S): 1.35, atom 3 (P): 0.48, atom 4 (O): -0.17, atom 5 (O): 0.16, atom 6 (O): -0.36, atom 7 (O): -0.31, atom 8 (O): -0.19, atom 9 (O): 0.19, atom 10 (O): -0.09, atom 11 (N): 0.18, atom 12 (N): 0.18, atom 13 (C): -0.30, atom 14 (C): 0.04, atom 15 (C): -0.51, atom 16 (C): -0.18, atom 17 (C): 0.14, atom 18 (C): -0.18, atom 19 (C): -0.16, atom 20 (C): -0.23, atom 21 (C): -0.16, atom 22 (C): -0.15, atom 23 (C): -0.49, atom 24 (C): -0.13, atom 25 (C): -0.19, atom 26 (C): -0.11, atom 27 (H): 0.13, atom 28 (H): 0.11, atom 29 (H): 0.07, atom 30 (H): 0.13, atom 31 (H): 0.12, atom 32 (H): 0.21, atom 33 (H): 0.08, atom 34 (H): 0.13, atom 35 (H): 0.09, atom 36 (H): 0.10, atom 37 (H): 0.09, atom 38 (H): 0.11, atom 39 (H): 0.13, atom 40 (H): 0.14, atom 41 (H): 0.11, atom 42 (H): 0.13, atom 43 (H): 0.12, atom 44 (H): 0.12, atom 45 (H): 0.14, atom 46 (H): 0.09, atom 47 (H): 0.13, atom 48 (H): 0.13, atom 49 (H): 0.09, atom 50 (H): 0.15, atom 51 (H): 0.15